Formula: C7H9FOS
Source: the OMol25 dataset
Level of theory: ωB97M-V/def2-TZVPD

Bonds (Å) are listed after each position.
Geometry (Å):
1 C 1.93268 -0.08881 1.08198  C2 1.536, C3 1.537, H9 1.092, S19 1.806
2 C 0.57962 -0.02215 1.80658  C1 1.536, H10 1.094, H11 1.099, O17 1.433
3 C 1.06194 -0.18056 -0.18177  C1 1.537, H12 1.096, H13 1.098, O17 1.435
4 C -2.73213 1.16815 -0.94592  C5 1.330, H14 1.085, F18 1.334
5 C -2.71009 -0.14031 -1.18417  C4 1.330, C6 1.428, H15 1.085
6 C -1.51084 -0.88335 -1.40544  C5 1.428, C7 1.205
7 C -0.51707 -1.53764 -1.59609  C6 1.205, H16 1.068
8 H 4.06832 0.87467 0.66413  S19 1.342
9 H 2.47404 -1.01289 1.29623  C1 1.092
10 H 0.41837 -0.74046 2.61619  C2 1.094
11 H 0.31199 0.98568 2.15388  C2 1.099
12 H 1.25352 -1.02281 -0.85646  C3 1.096
13 H 1.02352 0.75547 -0.75353  C3 1.098
14 H -3.63318 1.74934 -0.77707  C4 1.085
15 H -3.65853 -0.66559 -1.21125  C5 1.085
16 H 0.37202 -2.10435 -1.76415  C7 1.068
17 O -0.11988 -0.37940 0.60791  C2 1.433, C3 1.435
18 F -1.62201 1.90540 -0.89243  C4 1.334
19 S 3.00771 1.33960 1.34139  C1 1.806, H8 1.342

## Properties
Total charge   0
SMILES   C#C/C=C\F.SC1COC1
E_HOMO   -8.9 eV
Frontier orbital gap   9.73 eV
LUMO level   0.80 eV

***

Formula: C3H7NO
Source: the OMol25 dataset
Level of theory: ωB97M-V/def2-TZVPD

Bonds (Å) are listed after each position.
Geometry (Å):
1 C -1.89718 0.30693 0.01216  N2 1.580, H7 1.104, H8 1.100
2 N -0.70538 -0.61486 0.48780  C1 1.580, C3 1.464, H6 1.019, H9 1.019
3 C 0.47409 -0.49234 -0.36996  N2 1.464, O4 1.204, C5 1.509
4 O 0.56230 -1.17548 -1.35771  C3 1.204
5 C 1.47998 0.54241 0.07207  C3 1.509, H10 1.093, H11 1.094, H12 1.094
6 H -1.05356 -1.57107 0.44150  N2 1.019
7 H -1.38107 1.21630 -0.34156  C1 1.104
8 H -2.21785 -0.21424 -0.90247  C1 1.100
9 H -0.50356 -0.38600 1.45964  N2 1.019
10 H 1.44780 1.41284 -0.58901  C5 1.093
11 H 2.47431 0.09482 -0.01223  C5 1.094
12 H 1.32011 0.88070 1.09975  C5 1.094

## Properties
Total charge   0
E_HOMO   -7.1 eV
Frontier orbital gap   7.63 eV
LUMO level   0.48 eV

***

Formula: C7H14ClO2S
Source: the OMol25 dataset
Level of theory: ωB97M-V/def2-TZVPD

Bonds (Å) are listed after each position.
Geometry (Å):
1 C 3.71578 0.11093 -0.39454  C3 1.567, H12 1.109, H13 1.086, H14 1.101
2 C -4.57316 -0.14793 0.61552  C7 1.538, H15 1.018, H16 1.113, H17 1.127
3 C 2.26536 -0.43128 -0.63644  C1 1.567, C4 1.466, H18 1.088, H19 1.069
4 C 1.43101 0.41119 0.22619  C3 1.466, C5 1.564, H20 1.155, H21 1.090
5 C -0.03458 -0.11246 0.06653  C4 1.564, C6 1.513, H22 1.062, H23 1.046
6 C -1.08182 0.76437 0.71715  C5 1.513, S10 1.913, H24 1.065
7 C -3.17379 -0.78545 0.65745  C2 1.538, Cl11 1.757, H25 1.018
8 O -2.92904 2.74534 0.43454  S10 1.459
9 O -0.53484 3.09294 -0.17487  S10 1.575
10 S -1.81554 2.18958 -0.32659  C6 1.913, O8 1.459, O9 1.575
11 Cl -2.72764 -2.03331 -0.49649  C7 1.757
12 H 4.07324 0.63917 -1.30225  C1 1.109
13 H 3.49093 0.92517 0.28863  C1 1.086
14 H 4.34108 -0.65686 0.08606  C1 1.101
15 H -4.46058 0.86285 0.64994  C2 1.018
16 H -5.31034 -0.46808 1.38536  C2 1.113
17 H -5.15932 -0.45344 -0.29710  C2 1.127
18 H 1.94442 -0.37641 -1.67413  C3 1.088
19 H 2.10760 -1.46789 -0.42958  C3 1.069
20 H 1.31449 1.51675 -0.08709  C4 1.155
21 H 1.70257 0.37707 1.28152  C4 1.090
22 H -0.07084 -1.06216 0.54120  C5 1.062
23 H -0.23965 -0.18162 -0.95680  C5 1.046
24 H -1.10364 1.01132 1.75332  C6 1.065
25 H -3.00558 -1.05392 1.62510  C7 1.018

## Properties
Total charge   -1
E_HOMO (spin up / spin down)   -3.5 / -3.5 eV
Frontier orbital gap (spin up / spin down)   6.79 / 6.74 eV
LUMO level (spin up / spin down)   3.26 / 3.23 eV

***

Number 1: total energy -23000.23722 eV. Number 2: total energy -6759.03509 eV. Number 3: total energy -34935.58561 eV.